(1)
H10O5 | wB97M-V/def2-TZVPD

Each line ends with the Mulliken charge.
Atoms and positions in Å:
O -0.62812 0.14756 1.15956  -0.77
H -0.99765 -0.31371 0.39819  0.35
H -0.51544 -0.54441 1.82097  0.36
O 2.84668 2.78198 -0.47051  -0.64
H 3.49075 2.27471 0.03629  0.32
H 2.02023 2.30165 -0.34698  0.31
O 1.29841 -0.33210 0.11085  -0.69
H 0.62932 -1.02142 0.03250  0.31
H 0.83331 0.39935 0.53233  0.44
O 2.46401 -2.47575 -0.55848  -0.60
H 2.66505 -1.57593 -0.83936  0.36
H 1.64927 -2.38659 -0.05129  0.28
O -4.86191 0.31056 -0.59396  -0.64
H -5.32467 -0.52733 -0.70706  0.32
H -5.56925 0.96142 -0.52305  0.32

Total energy = -10398.427 eV
Frontier orbital gap = 11.02 eV
HOMO level = -11.00 eV
Largest force on an atom = 2.83 eV/Å
Molar mass = 90.075 g/mol
Relative energy (zero: lowest compared OMol25 entry of this formula, charge and spin) = 55.9 kcal/mol
SMILES = O.O.O.O.O


(2)
H10O5 | wB97M-V/def2-TZVPD

Each line ends with the Mulliken charge.
Atoms and positions in Å:
O -3.01112 0.59574 -0.58570  -0.58
H -2.19418 0.11264 -0.35795  0.27
H -3.23387 -0.08615 -1.14584  0.30
O 0.45526 0.07427 0.19021  -0.72
H 1.36638 0.55028 0.31053  0.41
H 0.18653 -0.53407 -0.52134  0.32
O 0.15391 -0.38702 2.87509  -0.66
H 0.86890 -0.94779 2.90749  0.28
H 0.05457 -0.26970 1.82435  0.41
O 1.97575 2.38945 0.58231  -0.73
H 1.76712 2.45833 -0.43090  0.35
H 1.00611 2.49122 0.71965  0.36
O 0.41496 -1.89652 -1.95579  -0.65
H -0.44023 -1.71374 -2.31780  0.32
H 0.62992 -2.83694 -2.09433  0.31

Total energy = -10398.578 eV
Frontier orbital gap = 10.30 eV
HOMO level = -10.38 eV
Largest force on an atom = 4.82 eV/Å
Molar mass = 90.075 g/mol
Relative energy (zero: lowest compared OMol25 entry of this formula, charge and spin) = 52.4 kcal/mol
SMILES = O.O.O.O.O


(3)
H10O5 | wB97M-V/def2-TZVPD

Each line ends with the Mulliken charge.
Atoms and positions in Å:
O 3.58124 -4.54362 -2.76410  -0.64
H 4.18937 -3.93556 -3.18442  0.32
H 4.00692 -4.77681 -1.93908  0.32
O -4.65538 4.06344 2.65912  -0.64
H -4.30798 3.24991 2.29347  0.32
H -3.99287 4.34519 3.28994  0.32
O -3.90601 -0.47518 0.80233  -0.64
H -4.24955 -0.98191 0.06650  0.32
H -3.57794 -1.13359 1.41477  0.32
O 4.53595 1.88978 -0.12609  -0.64
H 3.69674 1.48055 -0.33700  0.32
H 4.50764 2.02072 0.82168  0.32
O 0.26843 -0.12576 -1.17860  -0.64
H -0.62337 -0.05144 -0.83887  0.32
H 0.52681 -1.02570 -0.97966  0.32

Total energy = -10399.422 eV
Frontier orbital gap = 11.85 eV
HOMO level = -11.50 eV
Largest force on an atom = 0.31 eV/Å
Molar mass = 90.075 g/mol
Relative energy (zero: lowest compared OMol25 entry of this formula, charge and spin) = 32.9 kcal/mol
SMILES = O.O.O.O.O


(4)
H10O5 | wB97M-V/def2-TZVPD

Each line ends with the Mulliken charge.
Atoms and positions in Å:
O 1.05365 0.81386 -0.49255  -0.68
H 1.85833 1.30931 -0.68234  0.37
H 1.10913 0.04560 -1.07193  0.24
O 1.92356 -3.03396 -2.12964  -0.63
H 1.32369 -2.45488 -1.64609  0.31
H 2.09098 -3.76071 -1.51907  0.33
O -3.19386 -0.46216 -1.38642  -0.63
H -3.71855 -0.52998 -2.19208  0.32
H -3.18304 -1.36049 -1.03729  0.32
O 0.68912 1.87585 1.21280  -0.68
H 0.67090 2.21908 0.31233  0.35
H 1.16875 1.04328 1.13676  0.37
O -0.37862 1.62679 3.43019  -0.63
H -0.98252 0.89190 3.58582  0.29
H -0.43152 1.77650 2.47951  0.38

Total energy = -10397.963 eV
Frontier orbital gap = 10.17 eV
HOMO level = -10.16 eV
Largest force on an atom = 5.15 eV/Å
Molar mass = 90.075 g/mol
Relative energy (zero: lowest compared OMol25 entry of this formula, charge and spin) = 66.6 kcal/mol
SMILES = O.O.O.O.O


(5)
H10O5 | wB97M-V/def2-TZVPD

Each line ends with the Mulliken charge.
Atoms and positions in Å:
O -1.49884 -1.11350 -1.48145  -0.61
H -0.71067 -0.74618 -1.08132  0.39
H -2.04927 -1.36550 -0.73999  0.30
O -0.64664 3.29052 1.06067  -0.54
H -0.35014 2.57875 0.49349  0.26
H -1.56932 3.40872 0.83500  0.35
O 0.52499 -0.25495 0.24697  -0.59
H 0.16007 -0.01674 1.09922  0.34
H 0.88552 -1.13207 0.37696  0.36
O 1.56312 1.67344 -1.34185  -0.13
H 0.86530 1.15288 -0.94396  0.42
H 1.87430 2.23826 -0.63448  0.43
O 0.45480 -2.87312 0.72736  -0.60
H 0.95680 -3.68645 0.67521  0.31
H -0.46003 -3.15409 0.70810  0.31

Spin multiplicity = 2
Total energy = -10388.314 eV
Frontier orbital gap (spin up / spin down) = 10.94 / 3.28 eV
HOMO level (spin up / spin down) = -15.13 / -15.09 eV
Largest force on an atom = 2.06 eV/Å
Charge = +1
Molar mass = 90.075 g/mol
Relative energy (zero: lowest compared OMol25 entry of this formula, charge and spin) = 34.8 kcal/mol
⟨S²⟩ = 0.756


(6)
H10O5 | wB97M-V/def2-TZVPD

Each line ends with the Mulliken charge.
Atoms and positions in Å:
O 14.34214 -3.74862 5.80581  -0.45
H 13.71907 -3.76861 6.53218  0.38
H 13.87806 -3.29213 5.10404  0.28
O 17.10934 -1.18190 2.42499  -0.62
H 16.77032 -0.85774 1.59059  0.32
H 18.05057 -1.27871 2.28026  0.32
O 13.17517 -0.04220 3.22483  -0.68
H 12.59153 0.53994 2.73830  0.33
H 13.01764 0.17348 4.14401  0.32
O 13.80847 -2.60606 2.80576  -0.50
H 13.55932 -1.69743 2.97470  0.45
H 14.38867 -2.55850 2.04593  0.35
O 11.83174 -4.48241 3.63469  -0.27
H 11.56728 -3.88392 4.33333  0.39
H 12.73640 -4.23828 3.43919  0.39

Spin multiplicity = 2
Total energy = -10388.712 eV
Frontier orbital gap (spin up / spin down) = 10.69 / 3.33 eV
HOMO level (spin up / spin down) = -14.64 / -14.58 eV
Largest force on an atom = 1.90 eV/Å
Charge = +1
Molar mass = 90.075 g/mol
Relative energy (zero: lowest compared OMol25 entry of this formula, charge and spin) = 25.6 kcal/mol
⟨S²⟩ = 0.758


(7)
H10Si7 | wB97M-V/def2-TZVPD

Each line ends with the Mulliken charge.
Atoms and positions in Å:
Si -1.73328 1.87892 -0.06907  0.10
Si 2.16969 0.95541 0.25888  0.25
Si -0.46617 -1.61349 -1.23719  0.15
Si 0.26294 0.73667 -1.11262  0.10
Si -3.12954 0.36015 1.20272  -0.06
Si 2.40295 -0.94724 1.57593  0.18
Si -2.18791 -1.52792 0.52342  0.15
H -1.11967 3.10145 0.77545  -0.08
H -2.79790 2.97167 -0.70805  -0.07
H 3.52178 1.42089 -0.24504  -0.09
H 1.57549 2.25881 1.03113  -0.06
H -0.88401 -2.24989 -2.54499  -0.11
H 0.92857 -2.27490 -1.25869  -0.12
H 0.40166 1.07241 -2.51827  -0.12
H 2.18031 -2.11645 0.75336  -0.07
H 1.19242 -1.08713 2.57289  -0.04
H -2.31733 -2.93935 1.00015  -0.09

Total energy = -55296.592 eV
Frontier orbital gap (spin up / spin down) = 3.22 / 3.37 eV
HOMO level (spin up / spin down) = -6.82 / -7.23 eV
Largest force on an atom = 2.64 eV/Å
Molar mass = 206.682 g/mol
Relative energy (zero: lowest compared OMol25 entry of this formula, charge and spin) = 97.7 kcal/mol


(8)
H11O5 | wB97M-V/def2-TZVPD

Each line ends with the Mulliken charge.
Atoms and positions in Å:
O 1.58082 0.39908 0.40730  -0.71
H 2.21898 0.02384 0.90574  0.40
H 1.50937 1.26851 0.85595  0.51
O -0.90167 -3.40225 0.18814  -0.80
H -1.68123 -3.62715 0.85089  0.36
H -1.10581 -3.86057 -0.64386  0.35
O 1.16116 2.28203 1.86364  -1.23
H 1.24313 3.12394 1.37313  0.45
H 0.37314 2.58264 2.41125  0.48
O -1.07118 1.16834 -1.83756  -0.95
H -1.76484 1.93314 -1.77870  0.48
H -0.93991 0.76352 -2.77511  0.31
O -0.35452 -0.81472 -0.58324  -1.36
H 0.68720 -0.30642 -0.08318  0.53
H -0.19796 -1.69272 -0.27642  0.49
H -0.75667 0.15879 -0.87796  0.69

Spin multiplicity = 2
Total energy = -10410.829 eV
Frontier orbital gap (spin up / spin down) = 3.15 / 11.99 eV
HOMO level (spin up / spin down) = -2.76 / -11.74 eV
Largest force on an atom = 4.97 eV/Å
Molar mass = 91.083 g/mol
Relative energy (zero: lowest compared OMol25 entry of this formula, charge and spin) = 51.9 kcal/mol
⟨S²⟩ = 0.751


(9)
H11O5 | wB97M-V/def2-TZVPD

Each line ends with the Mulliken charge.
Atoms and positions in Å:
O -0.24628 3.07908 0.74853  -0.67
H -0.77501 3.61529 0.14296  0.35
H 0.07312 3.69642 1.42138  0.35
O -0.57640 -0.51069 -1.46096  -0.69
H -0.97953 -0.20672 -2.28177  0.33
H -0.44889 -1.47091 -1.52542  0.35
O 0.41530 -0.61301 1.35768  -0.67
H -0.07259 -1.22505 0.78766  0.38
H 0.07781 -0.74285 2.24970  0.31
O -0.31444 -2.99806 -0.17130  -0.64
H -1.08737 -3.56507 -0.26716  0.31
H 0.46615 -3.55589 -0.24413  0.31
O 1.07056 1.21206 -0.35584  -0.45
H 0.61204 1.98996 0.15172  0.52
H 0.40053 0.71333 -0.90716  0.46
H 1.38503 0.58213 0.35411  0.46

Total energy = -10410.131 eV
Frontier orbital gap = 12.50 eV
HOMO level = -15.54 eV
Largest force on an atom = 0.94 eV/Å
Charge = +1
Molar mass = 91.083 g/mol
Relative energy (zero: lowest compared OMol25 entry of this formula, charge and spin) = 8.0 kcal/mol


(10)
H11O6 | wB97M-V/def2-TZVPD

Each line ends with the Mulliken charge.
Atoms and positions in Å:
O 0.45611 -0.01478 -1.20488  -1.09
H 0.11682 -0.02205 -2.11544  0.19
O 0.07354 -1.92697 0.65571  -0.73
H 0.75097 -2.57483 0.59313  0.27
H 0.27009 -1.35538 -0.17054  0.43
O 2.93142 -0.00251 -1.78515  -0.71
H 3.15474 -0.91078 -2.08302  0.26
H 2.00996 -0.11987 -1.29966  0.38
O 1.09246 2.56020 2.43085  -0.66
H 0.82980 2.80394 1.57868  0.31
H 0.91219 1.57629 2.57701  0.35
O -1.81483 0.93510 0.35233  -0.72
H -1.13500 0.45405 -0.29349  0.43
H -1.82397 1.88224 0.35338  0.25
O -2.77539 -1.37667 0.08635  -0.66
H -3.15904 -0.49160 -0.00711  0.33
H -1.88986 -1.41634 0.33184  0.38

Total energy = -12464.660 eV
Frontier orbital gap = 9.03 eV
HOMO level = -5.22 eV
Largest force on an atom = 4.29 eV/Å
Charge = -1
Molar mass = 107.082 g/mol
Relative energy (zero: lowest compared OMol25 entry of this formula, charge and spin) = 32.2 kcal/mol


(11)
H12N2Si4 | wB97M-V/def2-TZVPD

Each line ends with the Mulliken charge.
Atoms and positions in Å:
N -1.47039 1.80013 0.95550  -0.57
Si -0.99481 -0.05001 0.62518  0.26
Si -2.84184 -1.21823 -0.49520  0.30
Si 1.00094 -0.12942 -0.47601  0.22
N 1.25420 1.56762 -0.79618  -0.56
Si 2.91618 -1.03064 0.45194  0.37
H -0.74669 2.47190 0.66407  0.25
H -2.40070 2.16306 0.77304  0.22
H -0.69269 -0.52051 1.90097  -0.14
H -2.68913 -2.72200 -0.75406  -0.09
H -3.72604 -1.13755 0.63809  -0.13
H -3.63242 -0.56459 -1.68640  -0.08
H 0.74856 -1.03200 -1.62417  -0.13
H 2.15556 2.01898 -0.74815  0.25
H 0.89838 1.96208 -1.65741  0.22
H 3.72524 0.01372 0.71842  -0.19
H 2.65157 -1.66318 1.87896  -0.10
H 3.84409 -1.92936 -0.36858  -0.10

Total energy = -34683.738 eV
Frontier orbital gap = 9.28 eV
HOMO level = -9.01 eV
Largest force on an atom = 3.91 eV/Å
Molar mass = 152.454 g/mol
Relative energy (zero: lowest compared OMol25 entry of this formula, charge and spin) = 21.0 kcal/mol
SMILES = N[Si@@H]([SiH3])[Si@@H](N)[SiH3]


(12)
H12NO4 | wB97M-V/def2-TZVPD

Each line ends with the Mulliken charge.
Atoms and positions in Å:
N -0.89388 0.18014 -0.88960  -0.35
H -0.01605 0.44560 -0.42548  0.28
H -0.72230 -0.29419 -1.82657  0.41
H -1.37285 -0.46365 -0.22521  0.35
H -1.46531 1.00917 -1.03252  0.40
H 1.20606 2.02061 3.07711  0.32
H 1.79173 0.61997 3.13010  0.32
O 1.33516 1.22610 2.55677  -0.68
H 0.82305 -1.34880 -2.96110  0.35
H -0.54072 -1.96630 -3.38515  0.34
O -0.05846 -1.59454 -2.63322  -0.72
H -1.39179 -2.35340 1.26092  0.30
H -2.44178 -1.38451 1.79419  0.32
O -1.82928 -1.52991 1.06252  -0.66
H 2.31293 1.97466 -0.37221  0.34
H 1.44899 1.55622 0.76326  0.39
O 1.39379 1.73803 -0.20179  -0.72

Total energy = -9869.740 eV
Frontier orbital gap = 12.24 eV
HOMO level = -15.09 eV
Largest force on an atom = 1.13 eV/Å
Charge = +1
Molar mass = 90.099 g/mol
Relative energy (zero: lowest compared OMol25 entry of this formula, charge and spin) = 7.3 kcal/mol